Record 1
Molecular formula: C2HBrF2S
Method: DFT, ωB97M-V/def2-TZVPD

Positions of all 7 atoms, in Å:
F -0.36 -1.78 -0.34
C 0.39 -0.72 -0.54
F 0.98 -0.85 -1.81
C 0.55 0.45 0.19
S -0.45 0.76 1.82
Br -2.46 1.08 0.62
H 1.36 1.05 0.06

## Properties
- Molecular weight: 175.0 Da
- ΔE to the lowest compared entry with this formula, charge and spin: 0.962 eV
- SMILES: FC(F)=CSBr
- HOMO-LUMO gap: 0.2966 Eh
- HOMO level: -9.579 eV
- Multiplicity: 1

Formally, the Löwdin partial charges of the atoms, in units of the elementary charge, are as follows: F 0.13; C -0.38; F 0.05; C -0.37; S 0.38; Br 0.15; H 0.02

Record 2
Molecular formula: C2HBrI4S
Method: DFT, ωB97M-V/def2-TZVPD

Positions of all 9 atoms, in Å:
C -0.37 0.38 -0.55
C -0.75 1.59 -0.18
S -4.61 -0.97 -2.24
Br -5.29 -0.75 -0.33
I -1.55 -0.77 -1.82
I -2.36 2.68 -1.24
I 0.27 2.76 1.25
I 1.28 -1.51 -2.50
H 0.55 -0.02 -0.21

## Properties
- Molecular weight: 644.6 Da
- ΔE to the lowest compared entry with this formula, charge and spin: 2.091 eV
- HOMO-LUMO gap (spin up / spin down): 0.2515 / 0.2180 Eh
- HOMO level (spin up / spin down): -9.198 / -8.582 eV
- Multiplicity: 1

Formally, the Löwdin partial charges of the atoms, in units of the elementary charge, are as follows: C -0.88; C -1.29; S -0.22; Br 0.11; I 0.77; I 0.68; I 0.78; I 0.10; H -0.05

Record 3
Molecular formula: C2HBrN2O
Method: DFT, ωB97M-V/def2-TZVPD

Positions of all 7 atoms, in Å:
O -0.16 -2.78 0.20
N 0.24 -2.40 -0.86
C 0.80 -2.39 -1.88
Br 1.65 -1.49 -3.12
C -1.95 0.53 -1.17
N -1.03 0.30 -0.52
H -2.78 0.92 -1.55

## Properties
- Molecular weight: 148.9 Da
- ΔE to the lowest compared entry with this formula, charge and spin: 3.348 eV
- SMILES: [O-][N+]#CBr.C#N
- HOMO-LUMO gap: 0.3540 Eh
- HOMO level: -9.427 eV
- Multiplicity: 1

Formally, the Löwdin partial charges of the atoms, in units of the elementary charge, are as follows: O 0.02; N -0.23; C -0.66; Br 0.81; C -0.04; N 0.09; H 0.01

Record 4
Molecular formula: C2HBrN2O2
Method: DFT, ωB97M-V/def2-TZVPD

Positions of all 8 atoms, in Å:
C -1.30 0.15 -0.74
C -0.09 0.80 -0.88
N -2.22 -0.55 -0.82
N 0.90 -0.99 1.17
O 1.73 -1.64 0.69
O 0.34 -0.81 2.18
Br -0.06 2.60 -0.28
H 0.71 0.45 -1.33

## Properties
- Molecular weight: 164.9 Da
- ΔE to the lowest compared entry with this formula, charge and spin: 4.778 eV
- HOMO-LUMO gap (spin up / spin down): 0.3047 / 0.3029 Eh
- HOMO level (spin up / spin down): -10.114 / -9.482 eV
- Multiplicity: 1

Formally, the Löwdin partial charges of the atoms, in units of the elementary charge, are as follows: C -0.37; C -0.54; N 0.18; N -0.25; O 0.14; O 0.13; Br 0.73; H -0.01